The following is a DFT calculation (ωB97M-V with the def2-TZVPD basis set) of a 13-piece molecular cluster, C82H156N6O20 overall.

Positions of all 264 atoms, in Å:
1 C 2.81 -0.65 2.33
2 C 1.80 -0.96 1.11
3 C 0.81 -2.12 1.51
4 C -0.49 -2.22 0.63
5 C -1.21 -0.86 0.61
6 C -0.25 0.26 0.18
7 N 1.01 0.23 1.01
8 O 1.80 1.34 0.71
9 C -0.07 0.33 -1.40
10 C -1.02 1.49 0.49
11 C 2.61 -1.50 -0.12
12 H 3.43 0.24 2.27
13 H 3.46 -1.49 2.58
14 H 2.28 -0.41 3.26
15 H 1.35 -3.04 1.33
16 H 0.45 -2.14 2.54
17 H -1.08 -3.00 1.12
18 H -0.37 -2.54 -0.40
19 H -1.66 -0.70 1.59
20 H -2.07 -0.92 -0.06
21 H 0.59 1.12 -1.76
22 H 0.32 -0.66 -1.63
23 H -1.01 0.43 -1.95
24 H -2.06 1.48 0.16
25 H -1.10 1.58 1.58
26 H -0.63 2.43 0.09
27 H 3.32 -0.84 -0.63
28 H 1.98 -1.99 -0.86
29 H 3.25 -2.33 0.17
30 H 1.73 1.92 1.47
31 C 3.36 -9.65 1.29
32 C 3.10 -9.25 -0.26
33 C 1.59 -9.47 -0.75
34 C 0.64 -8.27 -0.46
35 C 1.31 -6.92 -0.89
36 C 2.78 -6.70 -0.39
37 N 3.55 -7.91 -0.69
38 O 4.92 -7.73 -0.45
39 C 3.28 -5.46 -1.22
40 C 2.83 -6.28 1.13
41 C 3.85 -10.26 -1.05
42 H 2.78 -9.12 2.04
43 H 4.42 -9.46 1.48
44 H 3.30 -10.72 1.47
45 H 1.43 -9.88 -1.75
46 H 1.14 -10.19 -0.06
47 H 0.41 -8.28 0.61
48 H -0.26 -8.53 -1.02
49 H 0.58 -6.21 -0.51
50 H 1.30 -6.86 -1.98
51 H 3.27 -5.56 -2.30
52 H 2.76 -4.55 -0.92
53 H 4.29 -5.13 -1.01
54 H 3.63 -6.81 1.64
55 H 2.93 -5.25 1.47
56 H 1.88 -6.60 1.56
57 H 3.29 -11.18 -1.22
58 H 4.81 -10.58 -0.64
59 H 4.02 -9.90 -2.06
60 H 5.25 -7.96 -1.32
61 C -4.99 5.57 -4.62
62 C -4.52 4.55 -3.67
63 C -4.84 5.23 -2.28
64 C -4.45 4.36 -1.07
65 C -5.44 3.12 -1.24
66 C -5.53 2.36 -2.55
67 N -5.32 3.27 -3.76
68 O -5.34 2.65 -5.01
69 C -4.44 1.20 -2.56
70 C -6.97 1.78 -2.53
71 C -2.99 4.30 -3.80
72 H -6.05 5.78 -4.48
73 H -4.83 5.27 -5.65
74 H -4.44 6.50 -4.47
75 H -4.21 6.11 -2.17
76 H -5.89 5.51 -2.19
77 H -4.71 4.86 -0.14
78 H -3.39 4.11 -1.10
79 H -6.39 3.42 -0.80
80 H -4.97 2.53 -0.45
81 H -4.32 0.66 -3.50
82 H -3.47 1.65 -2.39
83 H -4.63 0.50 -1.75
84 H -7.16 1.09 -1.70
85 H -7.74 2.55 -2.50
86 H -7.05 1.36 -3.53
87 H -2.76 3.94 -4.80
88 H -2.61 3.54 -3.12
89 H -2.52 5.25 -3.55
90 H -6.20 2.95 -5.32
91 C 5.14 2.54 -8.03
92 C 3.81 2.01 -7.41
93 C 3.88 0.45 -7.47
94 C 2.82 -0.26 -6.68
95 C 2.95 0.13 -5.20
96 C 2.95 1.67 -4.90
97 N 3.80 2.38 -5.93
98 O 3.71 3.74 -5.72
99 C 1.48 2.17 -4.94
100 C 3.54 1.76 -3.44
101 C 2.60 2.48 -8.24
102 H 5.41 2.02 -8.95
103 H 5.92 2.32 -7.29
104 H 5.15 3.60 -8.25
105 H 3.70 0.15 -8.50
106 H 4.85 0.05 -7.19
107 H 2.95 -1.34 -6.75
108 H 1.84 -0.10 -7.12
109 H 3.81 -0.37 -4.75
110 H 2.13 -0.37 -4.69
111 H 1.15 2.25 -5.98
112 H 0.83 1.59 -4.28
113 H 1.39 3.20 -4.59
114 H 3.64 2.75 -2.99
115 H 3.12 1.09 -2.69
116 H 4.59 1.47 -3.58
117 H 1.59 2.21 -7.92
118 H 2.64 2.30 -9.31
119 H 2.54 3.57 -8.16
120 H 4.60 3.82 -5.37
121 C -7.54 -4.60 0.15
122 C -6.53 -3.54 0.53
123 C -6.95 -2.17 -0.11
124 C -6.32 -0.92 0.55
125 C -6.62 -0.96 2.07
126 C -6.03 -2.27 2.68
127 N -6.57 -3.49 2.01
128 O -6.13 -4.60 2.63
129 C -4.46 -2.23 2.83
130 C -6.65 -2.39 4.09
131 C -5.20 -3.92 -0.12
132 H -8.58 -4.54 0.46
133 H -7.30 -5.58 0.56
134 H -7.56 -4.78 -0.93
135 H -6.61 -2.16 -1.14
136 H -8.04 -2.15 -0.13
137 H -6.86 -0.08 0.09
138 H -5.27 -0.82 0.28
139 H -7.65 -0.69 2.28
140 H -6.00 -0.16 2.47
141 H -4.21 -1.41 3.50
142 H -4.07 -3.14 3.29
143 H -4.05 -2.05 1.83
144 H -6.65 -1.53 4.75
145 H -7.70 -2.68 4.10
146 H -6.10 -3.10 4.70
147 H -4.83 -4.82 0.38
148 H -4.43 -3.17 0.05
149 H -5.26 -4.13 -1.18
150 H -7.00 -4.97 2.80
151 C 1.95 6.69 2.31
152 C 0.42 6.55 2.62
153 C 0.09 5.05 2.93
154 C -1.23 4.74 3.71
155 C -1.16 5.49 4.97
156 C -1.07 6.99 4.71
157 N 0.06 7.37 3.85
158 O 0.25 8.71 3.74
159 C -2.43 7.49 4.21
160 C -0.83 7.58 6.13
161 C -0.35 6.91 1.36
162 H 2.28 5.78 1.82
163 H 2.45 6.73 3.28
164 H 2.22 7.57 1.73
165 H 0.06 4.35 2.10
166 H 0.90 4.68 3.55
167 H -1.32 3.69 3.99
168 H -2.19 4.97 3.27
169 H -0.32 5.15 5.57
170 H -2.00 5.24 5.61
171 H -2.71 7.03 3.26
172 H -3.27 7.17 4.83
173 H -2.41 8.57 4.02
174 H 0.10 7.28 6.61
175 H -0.66 8.65 6.03
176 H -1.66 7.52 6.84
177 H -0.05 7.93 1.15
178 H -1.42 7.01 1.52
179 H -0.09 6.26 0.52
180 H 1.12 8.77 4.14
181 O 2.21 8.14 -2.01
182 C 1.66 7.10 -1.95
183 O 0.40 7.07 -2.30
184 C -0.04 5.73 -2.37
185 C 1.05 4.77 -1.78
186 C 2.24 5.72 -1.65
187 H -0.36 5.61 -3.41
188 H -0.85 5.74 -1.64
189 H 1.20 3.85 -2.35
190 H 0.63 4.47 -0.82
191 H 2.96 5.54 -2.45
192 H 2.69 5.62 -0.66
193 O 10.12 -3.77 1.13
194 C 8.87 -3.75 0.82
195 O 8.48 -3.86 -0.52
196 C 7.17 -3.43 -0.53
197 C 6.61 -3.74 0.86
198 C 7.74 -3.48 1.81
199 H 6.56 -3.81 -1.35
200 H 7.07 -2.35 -0.65
201 H 6.21 -4.75 0.89
202 H 5.83 -3.02 1.09
203 H 7.79 -4.15 2.66
204 H 7.86 -2.46 2.17
205 O -2.81 -5.95 -1.92
206 C -2.84 -4.86 -2.53
207 O -2.08 -3.81 -2.12
208 C -2.12 -2.71 -2.95
209 C -3.30 -2.98 -3.82
210 C -3.61 -4.48 -3.74
211 H -1.17 -2.67 -3.48
212 H -2.19 -1.80 -2.35
213 H -3.07 -2.63 -4.82
214 H -4.13 -2.35 -3.52
215 H -3.13 -5.06 -4.53
216 H -4.66 -4.74 -3.63
217 O 1.32 0.43 6.14
218 C 0.17 0.73 5.85
219 O -0.58 1.48 6.59
220 C -1.87 1.48 6.15
221 C -2.02 0.25 5.28
222 C -0.59 0.23 4.69
223 H -1.99 2.44 5.66
224 H -2.53 1.39 7.01
225 H -2.86 0.30 4.59
226 H -2.26 -0.65 5.84
227 H -0.35 0.87 3.84
228 H -0.14 -0.73 4.47
229 O -0.92 -4.38 4.99
230 C -1.27 -5.10 4.04
231 O -0.49 -5.21 2.94
232 C -1.18 -5.92 1.92
233 C -2.62 -5.82 2.35
234 C -2.57 -5.90 3.83
235 H -0.96 -6.97 1.72
236 H -1.01 -5.34 1.01
237 H -3.33 -6.54 1.94
238 H -3.08 -4.88 2.05
239 H -2.54 -6.91 4.25
240 H -3.42 -5.37 4.26
241 O 5.92 -0.20 -0.35
242 C 5.88 1.02 -0.33
243 O 6.62 1.82 -1.12
244 C 6.33 3.21 -0.96
245 C 5.67 3.27 0.44
246 C 4.98 1.93 0.52
247 H 5.73 3.62 -1.77
248 H 7.20 3.87 -0.93
249 H 4.86 3.98 0.57
250 H 6.49 3.31 1.16
251 H 3.99 2.01 0.07
252 H 4.81 1.55 1.53
253 O 2.69 3.00 2.79
254 C 3.24 2.72 3.88
255 O 4.45 2.06 3.93
256 C 4.95 2.06 5.26
257 C 4.33 3.31 5.83
258 C 2.97 3.39 5.24
259 H 6.03 2.01 5.42
260 H 4.51 1.20 5.78
261 H 4.94 4.21 5.75
262 H 4.39 3.03 6.89
263 H 2.52 4.38 5.10
264 H 2.31 2.73 5.81

Calculated values
Energy relative to the best compared isomer or geometry (same formula, charge and spin): 7.4 kcal per mole
Molar mass: 1546.17 g mol⁻¹
Net charge: 0
E: -137443.320 eV
Gap between HOMO and LUMO: 0.3125 Eh
2S+1: 1

Löwdin population analysis, charges in e, atoms 1 to 4: atom 1 (C): 0.0112, atom 2 (C): -0.4222, atom 3 (C): -0.0927, atom 4 (C): -0.1494